No. 1
Entry from OMol25: a structure of composition C12H24CsF3N3NbO4S in a non-equilibrium geometry (ωB97M-V with the def2-TZVPD basis set).

Computed properties:
HOMO energy: -15.9645 eV
Relative energy (zero: lowest compared OMol25 entry of this formula, charge and spin): 0.0 kJ/mol
E: -1711.1997 Ha
LUMO: -8.696 eV

Structure (ORCA input):
```
! wB97M-V def2-TZVPD RIJCOSX def2/J DEFGRID3
* xyz 2 1
N -0.496 -0.268 1.504
C -0.550 -1.143 2.452
O -0.615 -1.933 3.314
Cs -1.164 3.227 0.097
Nb 0.188 -0.024 -0.354
N 1.833 1.131 -0.047
N -1.461 1.133 -0.779
C 2.854 1.243 1.032
C -2.946 0.797 -0.517
C 2.859 2.681 1.563
C 4.248 0.889 0.490
C 2.545 0.285 2.178
C -3.806 1.728 -1.386
C -3.221 -0.663 -0.887
C -3.276 1.041 0.966
H 3.148 3.406 0.791
H 3.580 2.763 2.389
H 1.872 2.966 1.956
H 4.218 -0.049 -0.079
H 4.943 0.749 1.330
H 4.666 1.683 -0.141
H 1.623 0.550 2.705
H 3.371 0.350 2.904
H 2.484 -0.755 1.834
H -3.688 2.800 -1.141
H -4.865 1.475 -1.220
H -3.602 1.586 -2.457
H -2.965 -0.864 -1.937
H -4.301 -0.858 -0.767
H -2.681 -1.364 -0.237
H -2.467 0.726 1.638
H -4.157 0.436 1.230
H -3.570 2.089 1.173
C -1.079 1.117 -2.218
H -0.123 0.529 -2.386
H -1.848 0.613 -2.827
H -0.931 2.143 -2.613
C 2.193 1.861 -1.286
H 3.246 1.682 -1.552
H 1.595 1.516 -2.147
H 2.036 2.953 -1.187
F 0.126 -4.780 0.664
C -0.492 -3.869 -0.113
F -1.289 -4.489 -1.007
F -1.282 -3.083 0.687
S 0.729 -2.737 -0.984
O 1.349 -1.922 0.117
O 1.576 -3.405 -1.911
O -0.256 -1.722 -1.573
*
```

These are the Löwdin partial charges, in e, on atoms 1 to 5: atom 1 (N): -0.081, atom 2 (C): -0.293, atom 3 (O): 0.261, atom 4 (Cs): 1.386, atom 5 (Nb): 1.876

=====

No. 2
Entry from OMol25: a cluster of 10 separate species, C18H54ClO13 in total in a non-equilibrium geometry (ωB97M-V with the def2-TZVPD basis set).

Computed properties:
HOMO energy: -5.9630 eV
Relative energy (zero: lowest compared OMol25 entry of this formula, charge and spin): 350.6 kJ/mol
E: -2156.2422 Ha
LUMO: 1.922 eV

Structure (ORCA input):
```
! wB97M-V def2-TZVPD RIJCOSX def2/J DEFGRID3
* xyz -1 1
Cl 7.072 15.780 17.126
O 6.849 16.925 18.027
O 5.964 14.806 17.124
O 7.367 16.311 15.836
O 8.241 15.094 17.601
O 3.283 8.990 15.045
H 2.362 8.835 14.837
H 3.319 9.911 15.305
O 1.288 13.301 20.332
H 1.857 13.612 19.628
H 0.659 14.010 20.463
O 11.537 18.437 19.983
H 10.612 18.300 19.781
H 11.938 18.656 19.142
C -0.022 18.653 19.590
C -0.258 18.664 21.109
C -0.873 19.897 21.679
O -1.180 17.621 21.320
H 0.666 17.893 19.221
H 0.472 19.590 19.333
H -0.935 18.582 18.998
H 0.634 18.490 21.710
H -1.787 20.216 21.179
H -0.243 20.786 21.716
H -1.151 19.632 22.700
H -1.415 17.521 22.245
C 4.826 19.017 10.305
C 5.329 20.298 10.957
C 4.433 20.765 12.041
O 6.652 19.982 11.355
H 3.905 19.332 9.814
H 4.567 18.309 11.093
H 5.461 18.505 9.581
H 5.278 21.058 10.177
H 4.911 21.540 12.642
H 4.330 19.910 12.709
H 3.424 21.089 11.788
H 6.534 19.269 11.987
C 6.156 23.514 20.931
C 5.682 23.955 19.534
C 5.872 25.453 19.250
O 6.406 23.266 18.553
H 7.131 23.962 21.123
H 6.266 22.434 21.020
H 5.491 23.891 21.708
H 4.639 23.643 19.490
H 5.109 25.968 19.833
H 5.686 25.638 18.192
H 6.865 25.824 19.503
H 6.358 22.332 18.772
C 7.397 19.032 26.425
C 6.996 17.541 26.400
C 6.503 17.129 25.008
O 8.180 16.814 26.638
H 6.673 19.528 25.779
H 8.352 19.243 25.944
H 7.347 19.405 27.448
H 6.281 17.296 27.186
H 6.265 16.065 25.010
H 7.275 17.268 24.250
H 5.613 17.660 24.670
H 8.911 17.275 26.221
C 7.340 10.089 22.402
C 8.801 9.874 22.010
C 9.553 8.670 22.610
O 8.860 9.828 20.536
H 6.799 9.156 22.558
H 6.765 10.632 21.652
H 7.329 10.725 23.287
H 9.332 10.797 22.246
H 10.553 9.022 22.862
H 9.598 7.868 21.873
H 9.157 8.291 23.552
H 8.970 10.740 20.256
C 9.638 11.111 12.786
C 10.891 11.953 12.537
C 11.796 11.213 11.503
O 10.553 13.114 11.802
H 8.895 11.678 13.349
H 9.876 10.197 13.329
H 9.200 10.722 11.867
H 11.367 12.212 13.483
H 12.035 10.196 11.815
H 12.714 11.779 11.348
H 11.278 11.062 10.555
H 9.794 13.469 12.271
*
```

These are the Löwdin partial charges, in e, on atoms 1 to 5: atom 1 (Cl): 0.619, atom 2 (O): -0.419, atom 3 (O): -0.405, atom 4 (O): -0.389, atom 5 (O): -0.405